48
Properties=species:S:1:pos:R:3:nbo_charge:R:1 method="wB97M-V/def2-TZVPD" total_energy_ev=-146743.45607 total_charge=0 orbital_gap_ev=6.45 homo_energy_ha=-0.2570
Br -5.932 1.605 -0.127 0.112
Ni 0.481 -0.191 0.551 1.028
O 0.393 -2.105 -2.962 -0.632
O 3.773 0.024 2.719 -0.629
N 2.212 -0.508 1.083 -0.638
N -0.539 1.177 -2.361 -0.420
N 1.042 -0.912 -1.106 -0.685
N -1.508 0.306 0.336 -0.509
N 0.267 0.323 2.492 -0.480
C -3.166 2.018 0.362 -0.277
C 4.972 -2.317 -0.643 -0.233
C 4.323 -1.617 0.365 -0.248
C -1.861 1.584 0.479 0.080
C 2.642 -0.022 2.253 0.596
C 4.321 -2.582 -1.835 -0.219
C -0.743 -0.109 -2.631 0.116
C 3.014 -1.198 0.162 0.176
C -2.455 1.723 -3.694 -0.261
C -1.789 -0.550 -3.441 -0.221
C 3.010 -2.169 -2.040 -0.234
C -4.138 1.076 0.067 -0.035
C 0.521 1.191 5.121 -0.139
C -2.450 -0.589 0.049 0.077
C -1.378 2.064 -2.894 0.023
C 1.642 0.907 4.365 -0.214
C 0.279 -1.150 -2.199 0.618
C -0.730 0.993 4.555 -0.258
C -3.785 -0.252 -0.095 -0.278
C 1.469 0.451 3.071 0.161
C -2.667 0.378 -3.966 -0.179
C -0.812 0.570 3.243 0.057
C 2.341 -1.477 -1.033 0.105
H 2.507 -2.393 -2.964 0.245
H -1.638 1.165 5.117 0.229
H -3.492 0.065 -4.593 0.218
H 2.652 0.995 4.738 0.260
H -1.176 3.107 -2.668 0.190
H -3.412 3.062 0.485 0.245
H -1.872 -1.607 -3.645 0.245
H 4.824 -1.383 1.290 0.243
H -2.121 -1.612 -0.083 0.230
H -1.063 2.282 0.697 0.227
H 0.614 1.540 6.142 0.226
H -3.097 2.491 -4.103 0.220
H 4.831 -3.120 -2.625 0.206
H -4.520 -1.007 -0.333 0.248
H 5.991 -2.648 -0.488 0.207
H -1.777 0.418 2.784 0.204

***

50
Properties=species:S:1:pos:R:3:nbo_charge:R:1 method="wB97M-V/def2-TZVPD" total_energy_ev=-47394.66809 total_charge=-1 spin_multiplicity=2 orbital_gap_ev="7.56 / 7.27" de_lowest_kj_mol=43.9 homo_energy_ha="-0.1793 / -0.1807"
Ru 0.470 0.376 0.256 1.049
F 1.007 0.504 3.140 -0.387
F 1.718 2.271 2.051 -0.379
O -0.550 -1.070 1.272 -0.688
O -1.459 -0.772 -3.396 -0.671
O -4.146 4.372 -0.865 -0.491
O -0.222 -0.486 -1.561 -0.766
O 1.601 1.683 -0.674 -0.675
O -3.146 3.168 0.833 -0.495
N 1.804 -1.027 0.312 -0.174
N 1.421 -2.215 0.919 -0.422
C 4.658 2.213 -2.487 -0.186
C -1.187 -0.200 -2.349 0.780
C -3.841 4.371 0.528 0.239
C 0.720 1.314 2.051 0.362
C -1.544 -5.550 3.216 -0.216
C -1.751 -3.333 2.309 -0.200
C 3.426 2.414 -1.914 -0.295
C 5.317 0.986 -2.353 -0.290
C -3.475 3.293 -1.393 0.205
C 2.774 1.401 -1.178 0.462
C -2.031 1.015 -1.955 -0.124
C -2.147 1.441 -0.623 -0.288
C -3.399 2.889 -2.701 -0.256
C 0.385 -4.435 2.308 -0.197
C -0.396 -3.324 2.003 -0.019
C -0.188 -5.542 2.914 -0.225
C -2.668 1.727 -2.961 -0.181
C 0.196 -2.120 1.354 0.556
C 2.925 -0.981 -0.307 0.106
C -2.869 2.580 -0.379 0.295
C 3.446 0.158 -1.032 -0.230
C 4.705 -0.011 -1.632 -0.145
C -2.324 -4.444 2.911 -0.222
H -0.204 1.850 2.325 0.094
H -1.990 -6.416 3.688 0.202
H -3.885 3.448 -3.490 0.219
H 1.437 -4.416 2.061 0.234
H 5.198 -0.970 -1.516 0.198
H -3.205 5.230 0.762 0.149
H -3.382 -4.444 3.142 0.205
H -1.780 0.849 0.216 0.221
H 0.426 -6.402 3.152 0.203
H 6.285 0.822 -2.808 0.202
H -2.342 -2.460 2.066 0.236
H 5.120 3.017 -3.049 0.200
H 2.906 3.358 -2.012 0.215
H -4.769 4.407 1.100 0.157
H -2.566 1.351 -3.970 0.239
H 3.520 -1.889 -0.284 0.196

***

57
Properties=species:S:1:pos:R:3:nbo_charge:R:1 method="wB97M-V/def2-TZVPD" total_energy_ev=-76463.41932 total_charge=+1 orbital_gap_ev=7.37 de_lowest_kj_mol=10.7 homo_energy_ha=-0.4123
Hf -0.674 -0.044 -0.518 2.282
S -1.146 -2.481 -1.928 2.304
S -1.443 -0.450 1.939 -0.200
F -1.100 2.227 5.557 -0.312
F -0.629 0.233 4.938 -0.313
F -2.528 1.086 4.451 -0.304
O 0.054 1.162 -1.985 -0.811
O -2.059 -1.530 -1.171 -0.998
O -1.833 1.823 -7.852 -0.354
O -3.753 1.767 -6.874 -0.362
O -1.324 -2.443 -3.339 -0.870
O -2.423 1.168 -0.856 -0.655
N 0.271 -1.802 -1.553 -0.995
N -0.147 1.579 0.973 -0.631
N 1.441 -3.387 -0.234 -0.452
N -2.542 1.771 -6.872 0.535
N -1.732 -7.825 0.392 -0.762
N 1.264 -1.072 0.297 -0.592
C -2.074 -5.457 0.550 -0.269
C 1.019 -2.156 -0.467 0.560
C 2.026 -1.233 1.383 0.138
C -0.572 1.320 -3.127 0.507
C -2.814 1.369 -2.028 0.479
C 0.163 1.465 -4.315 -0.300
C -0.651 1.885 3.279 -0.215
C -0.050 3.126 3.229 -0.074
C -0.477 1.599 -5.519 -0.081
C -1.614 -6.588 -0.148 0.236
C -1.237 1.357 4.562 0.980
C -1.024 -6.410 -1.415 -0.275
C -0.703 1.110 2.110 0.136
C -1.876 1.623 -5.572 -0.032
C -0.901 -5.156 -1.958 -0.122
C 2.209 -3.528 0.841 0.141
C 0.427 2.789 0.924 0.091
C -1.997 1.370 -3.194 -0.321
C 0.497 3.595 2.035 -0.274
C -1.944 -4.202 0.007 -0.156
C -2.633 1.527 -4.441 -0.071
C -1.369 -4.050 -1.250 -0.390
C 2.549 -2.472 1.683 -0.315
H 3.177 -2.624 2.548 0.251
H 0.964 4.567 1.981 0.246
H -0.678 -7.275 -1.967 0.228
H -3.712 1.575 -4.513 0.261
H -0.462 -5.024 -2.939 0.245
H -3.879 1.571 -2.176 0.185
H 0.827 3.082 -0.038 0.227
H -1.496 -8.640 -0.143 0.404
H -2.239 -7.964 1.246 0.403
H -2.547 -5.580 1.517 0.226
H -2.314 -3.336 0.543 0.240
H 2.195 -0.360 1.998 0.224
H 0.079 1.691 -6.442 0.265
H -0.006 3.732 4.123 0.252
H 2.569 -4.531 1.038 0.218
H 1.243 1.444 -4.253 0.245

***

49
Properties=species:S:1:pos:R:3:nbo_charge:R:1 method="wB97M-V/def2-TZVPD" total_energy_ev=-108761.06306 total_charge=-1 orbital_gap_ev="6.75 / 6.90" homo_energy_ha="-0.2073 / -0.2074"
Pd -0.834 -0.400 -1.145 0.945
Se -1.080 -0.088 -3.505 -0.099
O 0.517 0.047 1.734 -0.708
O -1.932 -0.286 0.881 -0.757
O 4.985 -0.533 -2.197 -0.486
O 0.397 1.097 -0.228 -0.795
O 6.392 -0.753 -0.372 -0.491
O -2.007 -3.834 0.607 -0.636
O -1.089 -2.301 -0.687 -0.703
N 1.687 -0.513 -4.633 -0.414
C 5.123 -0.449 0.050 0.219
C 4.682 -0.300 1.343 -0.272
C -5.531 -0.315 -1.035 -0.230
C 3.323 -0.018 1.501 -0.170
C 1.038 0.437 0.675 0.766
C 6.334 -0.739 -1.803 0.238
C -3.508 -0.820 3.250 -0.186
C -3.678 -0.887 4.620 -0.221
C -6.436 -1.351 -0.872 -0.223
C -4.862 -2.482 0.554 -0.194
C -2.322 -2.860 4.672 -0.235
C 0.635 -0.353 -4.187 0.036
C -2.580 -1.546 1.064 0.085
C 4.280 -0.315 -1.035 0.282
C -3.083 -1.917 5.340 -0.218
C -2.749 -1.771 2.568 -0.050
C -2.153 -2.793 3.294 -0.134
C 2.951 -0.014 -0.902 -0.237
C -4.290 -0.360 -0.408 -0.158
C -6.095 -2.436 -0.072 -0.213
C -1.841 -2.667 0.314 0.766
C 2.475 0.125 0.407 -0.154
C -3.949 -1.444 0.388 -0.038
H 6.951 0.084 -2.176 0.148
H -3.963 -0.013 2.688 0.220
H 2.302 0.113 -1.763 0.255
H -1.846 -3.662 5.222 0.205
H -4.592 -3.333 1.166 0.233
H -5.781 0.538 -1.653 0.207
H -1.060 -0.229 1.373 0.531
H -7.399 -1.317 -1.364 0.204
H -6.793 -3.253 0.063 0.206
H -4.270 -0.136 5.126 0.205
H 6.678 -1.705 -2.177 0.158
H -3.590 0.459 -0.522 0.226
H 5.351 -0.408 2.185 0.219
H -1.565 -3.537 2.780 0.236
H -3.211 -1.976 6.413 0.203
H 2.897 0.081 2.489 0.231

***

57
Properties=species:S:1:pos:R:3:nbo_charge:R:1 method="wB97M-V/def2-TZVPD" total_energy_ev=-69339.58035 total_charge=+1 spin_multiplicity=2 orbital_gap_ev="6.57 / 6.26" de_lowest_kj_mol=51.8 homo_energy_ha="-0.4377 / -0.4379"
W 0.172 0.248 1.264 1.546
S -0.813 0.780 3.407 0.196
S 2.041 0.822 2.777 0.084
O 2.389 -1.697 1.032 -0.723
O -0.209 -1.636 1.370 -0.733
O -0.931 -2.445 -0.650 -0.503
N -0.067 0.912 -1.709 -0.308
N -2.872 2.919 -2.797 -0.283
N 0.703 0.246 -0.797 -0.404
N 3.166 -2.444 4.124 -0.240
N -1.799 0.493 0.574 -0.383
N -1.560 2.780 -2.449 -0.410
N -2.220 1.245 -0.488 -0.316
N 0.212 2.385 0.860 -0.375
N -0.390 2.905 -0.245 -0.321
N -1.204 -2.612 4.924 -0.200
C 2.132 -1.935 4.118 0.258
C 3.025 -5.283 0.655 -0.140
C 2.215 -3.044 0.801 0.398
C -0.756 3.488 -3.295 -0.056
C 0.272 0.532 -2.933 0.073
C 1.551 -0.536 -1.515 0.031
C 0.682 3.433 1.565 0.037
C -0.306 4.234 -0.219 0.052
C 0.708 -0.040 3.484 -0.407
C -1.557 4.099 -4.218 -0.328
C -2.896 -0.090 1.102 0.037
C 1.309 -0.393 -2.857 -0.308
C 0.853 -1.308 4.092 -0.198
C -4.011 0.276 0.387 -0.314
C -2.865 3.707 -3.855 -0.024
C 3.252 -3.946 0.945 -0.296
C 0.963 -3.462 0.364 -0.276
C -0.164 -2.513 0.250 0.806
C -3.542 1.123 -0.610 0.069
C 0.380 4.616 0.925 -0.324
C 0.756 -4.803 0.056 -0.121
C -0.279 -2.027 4.565 0.239
C 1.782 -5.717 0.207 -0.229
B -1.111 1.985 -1.266 0.920
H 1.187 3.271 2.499 0.247
H 0.317 3.504 -3.171 0.229
H -0.742 4.823 -1.010 0.251
H 1.811 -0.887 -3.671 0.259
H 0.615 5.616 1.246 0.259
H -0.221 -5.117 -0.291 0.238
H 1.616 -6.761 -0.019 0.235
H 4.223 -3.611 1.292 0.234
H -0.234 0.947 -3.790 0.255
H -4.046 1.648 -1.403 0.281
H 3.241 -1.520 1.457 0.519
H -3.800 3.969 -4.327 0.225
H 3.832 -5.994 0.780 0.233
H -2.802 -0.745 1.950 0.251
H -1.254 4.738 -5.030 0.247
H -5.028 -0.029 0.557 0.258
H 2.275 -1.148 -1.015 0.253

***

53
Properties=species:S:1:pos:R:3:nbo_charge:R:1 method="wB97M-V/def2-TZVPD" total_energy_ev=-321944.61728 total_charge=0 orbital_gap_ev="7.42 / 7.42" de_lowest_kj_mol=0.0 homo_energy_ha="-0.3454 / -0.3454"
W -1.078 -0.069 -0.141 2.190
Br -4.305 -1.510 -3.174 0.179
Br -7.213 -0.915 -1.484 0.148
Br -4.283 -1.139 3.366 0.141
Br -7.210 -1.152 1.803 0.143
O -1.100 3.825 -3.416 -0.458
O -1.264 1.193 -1.696 -0.679
O -0.123 5.861 -1.385 -0.424
O -1.238 1.681 0.744 -0.668
O -1.974 -1.407 -1.232 -0.612
O -0.425 4.576 1.283 -0.477
O -1.995 -0.858 1.331 -0.617
N 0.595 -0.387 -0.047 -0.545
C -1.240 2.483 -1.380 0.216
C -5.620 -1.291 -0.604 -0.158
C -5.622 -1.316 0.790 -0.125
C 0.533 -2.372 2.540 -0.590
C 2.830 1.530 -0.955 -0.246
C -4.392 -1.203 1.487 -0.163
C 4.689 -1.227 0.867 -0.183
C -3.203 -1.094 0.805 0.244
C 3.043 0.237 -0.171 0.009
C -4.413 -1.359 -1.338 -0.144
C 3.655 -2.080 1.288 -0.206
C 2.153 2.562 -0.055 -0.599
C -0.710 4.078 0.215 0.399
C -1.170 2.737 -0.059 0.177
C 2.315 -1.807 0.931 0.003
C 0.336 -3.420 0.235 -0.597
C -1.018 3.705 -2.226 0.419
C 1.312 -2.877 1.334 -0.244
C -3.206 -1.310 -0.607 0.144
C -0.517 4.745 -1.175 0.407
C 2.001 -0.624 0.254 0.133
C 2.073 1.374 -2.289 -0.608
C 4.383 -0.098 0.135 -0.212
H 1.220 -2.389 3.377 0.215
H 3.856 1.765 -1.284 0.210
H 0.865 -4.100 -0.446 0.214
H 0.201 -1.296 2.350 0.199
H 1.940 3.477 -0.611 0.215
H 1.121 0.811 -2.238 0.207
H -0.424 -4.013 0.748 0.211
H 2.723 2.656 0.912 0.229
H 5.735 -1.383 1.059 0.220
H -0.373 -2.968 2.723 0.214
H 5.223 0.538 -0.228 0.221
H -0.106 -2.665 -0.389 0.200
H 1.904 2.328 -2.797 0.218
H 1.168 2.127 0.291 0.193
H 1.839 -3.777 1.641 0.209
H 2.670 0.782 -2.925 0.213
H 3.837 -2.967 1.844 0.215

***

51
Properties=species:S:1:pos:R:3:nbo_charge:R:1 method="wB97M-V/def2-TZVPD" total_energy_ev=-100426.32236 total_charge=-2 orbital_gap_ev=5.89 de_lowest_kj_mol=69.4 homo_energy_ha=-0.0560
Cd -0.146 -0.235 -0.010 1.703
Cl -2.440 2.334 -1.069 0.007
Cl -2.033 1.530 -6.350 -0.006
Cl 1.267 -0.992 -2.912 0.003
Cl 0.542 -0.126 -5.869 -0.009
Cl -3.645 2.628 -3.924 -0.011
O 2.256 -0.084 -0.105 -0.748
O -2.284 -0.572 -0.081 -1.037
O 0.277 -2.235 0.877 -0.778
N 0.548 1.908 0.726 -0.526
N -0.354 0.046 2.463 -0.502
C -0.394 -4.256 1.801 -0.268
C -1.117 -4.982 2.701 -0.215
C 4.159 0.571 -1.282 -0.269
C -0.398 -2.820 1.761 0.439
C -0.005 0.129 -3.213 0.004
C 4.462 2.867 -1.912 -0.351
C 4.903 1.539 -1.886 -0.214
C -1.507 1.204 -4.741 -0.109
C -0.371 2.369 1.712 -0.242
C 2.900 0.844 -0.642 0.431
C -1.180 -2.182 2.798 -0.263
C -0.377 0.428 -4.519 -0.144
C 2.506 2.236 -0.618 -0.275
C -1.953 -2.965 3.663 -0.142
C -1.155 -0.770 3.020 0.170
C 1.406 2.675 0.184 0.157
C -2.194 1.726 -3.654 -0.103
C 3.292 3.189 -1.271 -0.143
C -0.298 1.401 2.907 -0.221
C -1.684 1.528 -2.375 -0.082
C -0.603 0.699 -2.096 -0.451
C -1.938 -4.340 3.635 -0.349
C -2.941 -1.745 0.078 -0.199
H -2.389 -2.642 -0.272 0.117
H -1.098 1.640 3.640 0.150
H -1.390 2.335 1.314 0.214
H -3.218 -1.950 1.138 0.109
H 2.953 4.219 -1.261 0.182
H -0.154 3.407 2.039 0.149
H -3.907 -1.734 -0.488 0.100
H -1.059 -6.067 2.693 0.182
H -2.567 -2.457 4.404 0.183
H 4.497 -0.458 -1.265 0.195
H 1.379 3.765 0.397 0.122
H 0.679 1.549 3.391 0.182
H 0.236 -4.747 1.069 0.194
H -1.833 -0.403 3.826 0.119
H 5.049 3.629 -2.410 0.183
H -2.536 -4.921 4.328 0.182
H 5.858 1.288 -2.339 0.182

***

58
Properties=species:S:1:pos:R:3:nbo_charge:R:1 method="wB97M-V/def2-TZVPD" total_energy_ev=-168481.56926 total_charge=-2 orbital_gap_ev=5.55 de_lowest_kj_mol=20.9 homo_energy_ha=-0.0787
Cu -3.547 -1.100 0.138 0.784
Cl 3.746 5.200 2.436 -0.018
Cl 5.329 1.376 -0.978 -0.037
Cl 1.741 2.645 -5.570 -0.006
S -1.195 3.131 -5.807 0.417
S -1.836 -1.468 5.134 2.293
S -4.447 -1.046 -2.604 2.282
S -2.592 -1.658 -1.817 -0.917
O -4.198 0.092 -3.471 -1.050
O -5.183 -0.665 -1.380 -1.083
O -3.745 -0.951 2.072 -0.741
O -0.730 -0.596 5.467 -0.979
O -5.041 -2.175 -3.299 -1.020
O 1.116 1.367 -2.212 -0.540
O -2.461 -2.136 6.255 -0.975
N 1.414 -0.331 0.320 -0.378
N -0.398 -0.158 1.584 -0.464
N -2.911 -0.751 4.183 -0.867
C 0.117 2.310 -5.084 -0.294
C -1.288 -2.680 3.961 -0.235
C 0.687 0.591 -3.329 -0.107
C 2.329 0.969 -1.619 0.089
C 2.708 2.055 -0.647 -0.110
C -0.321 -3.658 4.072 -0.230
C 2.014 3.765 0.922 -0.227
C -2.313 2.275 -4.827 -0.411
C 4.021 2.300 -0.274 0.090
C -2.967 -1.309 2.976 0.663
C 3.340 3.987 1.253 -0.022
C -0.098 -4.463 2.962 -0.220
C 4.358 3.262 0.666 -0.301
C 0.716 -0.005 2.368 -0.096
C 0.044 -0.344 0.365 0.165
C 2.235 -0.396 -0.872 -0.229
C 1.842 -0.098 1.614 -0.129
C -0.272 1.421 -4.124 -0.030
C -1.804 -3.287 1.704 -0.174
C -1.689 1.403 -3.976 -0.238
C -2.015 -2.478 2.808 -0.137
C 1.712 2.804 -0.026 -0.140
C -0.836 -4.280 1.794 -0.217
H 5.391 3.434 0.932 0.230
H 1.812 -1.140 -1.546 0.223
H 0.681 2.608 -0.291 0.262
H -2.233 0.766 -3.285 0.308
H 0.244 -3.784 4.987 0.215
H 3.099 0.866 -2.396 0.187
H 0.657 -5.239 3.003 0.196
H -2.357 -3.128 0.785 0.246
H -0.647 -4.915 0.937 0.206
H 1.229 4.325 1.409 0.235
H 3.238 -0.727 -0.597 0.211
H -0.571 -0.516 -0.511 0.239
H 2.890 -0.035 1.858 0.203
H 1.558 0.323 -3.941 0.170
H -3.384 2.435 -4.917 0.257
H 0.186 -0.326 -3.002 0.214
H 0.624 0.137 3.434 0.235

***

55
Properties=species:S:1:pos:R:3:nbo_charge:R:1 method="wB97M-V/def2-TZVPD" total_energy_ev=-105053.38349 total_charge=+2 orbital_gap_ev=6.20 de_lowest_kj_mol=99.6 homo_energy_ha=-0.5379
Pt -0.418 0.353 0.241 1.061
Cl -4.859 -0.787 2.898 0.085
Cl -4.947 5.208 1.233 0.176
Cl -5.095 -3.211 1.328 0.123
Cl -3.328 5.199 3.848 0.178
Cl -3.642 -3.248 3.824 0.126
O 1.374 -1.429 -1.012 -0.736
O -2.548 2.689 -2.369 -0.459
O 0.923 2.560 3.363 -0.455
N -1.675 1.678 -0.450 -0.501
N 1.051 -0.508 1.639 -0.459
N 2.738 -0.569 -2.634 -0.395
N -1.871 -1.585 1.163 -0.389
N -0.400 1.641 1.666 -0.455
N -1.175 -0.492 -1.791 -0.463
C -1.006 -1.704 -2.322 0.090
C -1.712 0.463 -2.572 0.047
C -3.295 3.396 0.283 -0.305
C -1.388 2.483 1.717 0.271
C -2.049 1.727 -1.886 0.673
C -2.029 0.286 -3.901 -0.169
C -1.764 3.367 2.796 -0.287
C 2.642 -2.052 2.508 -0.208
C -2.168 2.501 0.426 0.382
C 1.466 0.372 2.578 0.055
C -1.316 -1.976 -3.649 -0.214
C 0.712 1.637 2.649 0.670
C -2.826 -1.920 1.702 0.316
C -3.615 4.176 1.322 0.008
C 2.479 0.120 3.473 -0.165
C -1.805 -0.966 -4.457 -0.123
C -4.080 -2.301 2.423 -0.246
C 3.093 -1.125 3.427 -0.119
C 2.585 0.826 -2.254 -0.423
C 2.146 -1.555 -1.968 0.546
C 3.679 -0.871 -3.719 -0.414
C -2.822 4.166 2.613 0.013
C 1.624 -1.714 1.624 0.105
H 2.258 1.408 -3.116 0.213
H -2.032 -1.154 -5.498 0.253
H -3.864 3.429 -0.630 0.285
H 3.536 1.227 -1.902 0.219
H 3.666 -0.046 -4.428 0.223
H -2.454 1.106 -4.463 0.266
H -1.170 -2.976 -4.034 0.253
H 3.376 -1.777 -4.238 0.221
H -1.214 3.383 3.722 0.287
H 3.070 -3.043 2.461 0.254
H 2.759 0.880 4.189 0.266
H 2.404 -2.550 -2.356 0.139
H -0.620 -2.463 -1.661 0.241
H 1.257 -2.409 0.890 0.253
H 1.851 0.904 -1.458 0.216
H 3.896 -1.369 4.110 0.254
H 4.693 -0.991 -3.339 0.217